# 1
This record from OMol25 describes 3 unconnected molecules or ions with the total composition C33H30N2O5P. The level of theory is the ωB97M-V functional and the def2-TZVPD basis.

Values from the calculation:
gap between HOMO and LUMO = 4.15 eV
highest occupied orbital energy = -3.5 eV

```
! RIJCOSX wB97M-V def2-TZVPD def2/J DEFGRID3
* xyz -1 1
N 2.20394 5.65705 1.37985
C 3.12359 5.61733 0.22676
C 2.68850 4.60992 -0.86577
C 2.86015 3.09988 -0.49938
C 4.32902 2.57877 -0.51761
C 5.14045 2.74420 0.81396
N 4.95907 1.63185 1.77319
P 3.66011 2.02039 2.79693
O 3.96977 2.03647 4.29186
H 1.40913 5.05455 1.23015
H 2.68521 5.44726 2.24000
H 3.05939 6.62866 -0.23859
H 4.17623 5.51345 0.53927
H 3.16882 4.78026 -1.84590
H 1.59651 4.77478 -1.01860
H 2.31349 2.53302 -1.28365
H 2.31749 2.90831 0.44307
H 4.89216 3.05701 -1.35280
H 4.29335 1.49554 -0.74574
H 4.99338 3.72498 1.31717
H 6.21869 2.70976 0.52188
H 3.19142 3.32500 2.42450
H 2.61074 1.10887 2.45387
C -2.54961 -2.01057 -4.75203
C -1.25785 -1.49585 -4.81013
C -0.86024 -0.51333 -3.91649
C -1.75778 -0.03270 -2.96776
C -3.05986 -0.53175 -2.92467
C -3.44898 -1.53040 -3.81248
C -4.04171 0.00238 -1.94890
O -5.17642 -0.43569 -1.90631
C -3.61369 1.08721 -1.03047
C -4.53468 1.64062 -0.14520
C -4.14052 2.64492 0.72705
C -2.82309 3.09513 0.72588
C -1.90301 2.55123 -0.15752
C -2.29805 1.55294 -1.04394
C -1.31314 1.00377 -2.00603
O -0.16344 1.39822 -2.00922
H -2.85587 -2.78494 -5.44448
H -0.56002 -1.86387 -5.55186
H 0.14648 -0.11852 -3.95905
H -4.45377 -1.92944 -3.77196
H -5.55847 1.29053 -0.13880
H -4.85982 3.07702 1.41157
H -2.51525 3.87375 1.41249
H -0.87981 2.90520 -0.16007
C -2.73375 -7.09309 1.71383
C -3.34878 -6.46536 0.63429
C -2.85441 -5.26087 0.15659
C -1.74875 -4.67284 0.76465
C -1.14685 -5.29000 1.86107
C -1.63602 -6.50748 2.32682
C 0.00395 -4.65133 2.55166
O 0.52796 -5.19569 3.50568
C 0.48896 -3.33997 2.06078
C 1.52782 -2.69613 2.72963
C 1.99560 -1.47171 2.27219
C 1.43623 -0.89073 1.13699
C 0.39954 -1.52536 0.46915
C -0.08466 -2.74600 0.93382
C -1.21704 -3.39262 0.23350
O -1.70986 -2.88264 -0.75598
H -3.11533 -8.03812 2.08047
H -4.21338 -6.91765 0.16431
H -3.33049 -4.77650 -0.68605
H -1.16266 -6.99426 3.16926
H 1.96774 -3.14609 3.60956
H 2.79878 -0.97120 2.79764
H 1.80860 0.06038 0.77613
H -0.03521 -1.06790 -0.41007
*
```

The computed Löwdin charges, all in e, follow: N -0.016; C -0.296; C -0.210; C -0.236; C -0.216; C -0.445; N -0.295; P 0.481; O -0.544; H 0.043; H 0.041; H 0.089; H 0.095; H 0.101; H 0.098; H 0.086; H 0.066; H 0.094; H 0.091; H 0.056; H 0.078; H -0.026; H -0.052; C -0.061; C -0.058; C 0.005; C -0.086; C -0.088; C -0.002; C -0.277; O 0.097; C -0.081; C -0.003; C -0.060; C -0.053; C 0.009; C -0.078; C -0.289; O 0.100; H 0.103; H 0.105; H 0.122; H 0.118; H 0.117; H 0.104; H 0.109; H 0.117; C -0.068; C -0.067; C -0.003; C -0.080; C -0.081; C -0.005; C -0.281; O 0.097; C -0.090; C 0.011; C -0.041; C -0.043; C 0.013; C -0.087; C -0.276; O 0.097; H 0.102; H 0.103; H 0.118; H 0.118; H 0.121; H 0.095; H 0.091; H 0.105

=====

# 2
This record from OMol25 describes a molecular structure, C33H30N4NiO2P2S2Se. The level of theory is the ωB97M-V functional and the def2-TZVPD basis.

Values from the calculation:
gap between HOMO and LUMO (alpha / beta) = 4.86 / 5.64 eV
energy relative to the best compared isomer or geometry (same formula, charge and spin) = 8.76 kcal/mol
⟨S²⟩ = 2.0381
highest occupied orbital energy (alpha / beta) = -6.6 / -7.4 eV

```
! RIJCOSX wB97M-V def2-TZVPD def2/J DEFGRID3
* xyz 0 3
Ni 1.13023 -1.14111 -1.01543
S 0.66597 -2.04637 0.98759
P -0.21395 0.21367 0.16691
C -0.01834 -0.60103 1.81882
P 0.47339 0.08737 3.38593
S 0.82432 -1.34622 4.66996
C 1.84974 1.19269 3.08205
C 2.50141 0.98503 1.84393
C 3.42788 1.91398 1.38046
C 3.71367 3.05216 2.20167
C 3.13976 3.14525 3.44370
C 2.13116 2.26575 3.93897
C -1.03366 0.94042 3.99671
C -2.01308 0.02225 4.41024
C -3.19285 0.57485 4.91401
C -3.46949 1.94961 4.92195
C -2.46353 2.81684 4.50822
C -1.20592 2.35994 4.06378
C -1.91757 -0.19068 -0.27762
C -2.37315 0.16503 -1.54660
C -3.55792 -0.38862 -2.01161
C -4.26856 -1.25641 -1.20371
C -3.87677 -1.48660 0.14493
C -2.66509 -1.01490 0.53223
C -0.15695 1.95265 0.10514
C 0.76623 2.57764 -0.74420
C 0.71568 3.93830 -1.00553
C -0.30353 4.67569 -0.40366
C -1.14556 4.11598 0.59311
C -1.12747 2.73457 0.76109
H 2.36663 0.00706 1.33908
H 3.90126 1.77294 0.41807
H 4.30772 3.92855 1.89858
H 3.56182 3.85162 4.13463
H 1.59822 2.50121 4.89829
H -1.80338 -1.05113 4.40621
H -3.91618 -0.10983 5.33828
H -4.38007 2.24891 5.35090
H -2.66537 3.85848 4.60401
H -0.51302 3.02974 3.62846
H -1.81603 0.92640 -2.06787
H -3.93387 -0.08760 -2.97446
H -5.16819 -1.76275 -1.56112
H -4.51573 -2.02422 0.83803
H -2.31445 -1.21496 1.56468
H 1.54669 2.00106 -1.14401
H 1.47238 4.40518 -1.63951
H -0.47225 5.77434 -0.63137
H -1.82361 4.71696 1.17854
H -1.92916 2.21344 1.33040
C -2.86616 -6.16224 -1.18954
O -1.96496 -5.41748 -2.09515
C -0.76683 -4.97306 -1.54827
O -0.39114 -5.09841 -0.36590
N 0.05861 -4.32890 -2.44388
N 1.09392 -3.53337 -1.83679
H -2.67110 -7.22404 -1.43291
H -3.85655 -5.76805 -1.44407
H -2.56833 -6.01452 -0.14988
H -0.28882 -3.95045 -3.31788
H 1.89764 -3.58671 -2.41620
H 1.20649 -3.97272 -0.91976
Se 4.12534 -0.54718 -1.31021
N 2.51181 -0.93313 -2.26961
C 2.75051 -0.98546 -3.58695
C 1.77279 -1.05997 -4.58305
C 2.08810 -0.71339 -5.87130
C 3.37542 -0.14193 -6.14468
C 4.39399 -0.15525 -5.22943
C 4.10480 -0.54168 -3.90428
N 4.95060 -0.27191 -2.88038
H 0.83002 -1.52535 -4.33214
H 1.39564 -0.86432 -6.72591
H 3.58900 0.28024 -7.18600
H 5.38977 0.29618 -5.38872
*
```

The computed Löwdin charges, all in e, follow: Ni -0.035; S 0.584; P 0.822; C -0.861; P 0.364; S 0.233; C -0.341; C -0.126; C -0.083; C -0.075; C -0.099; C -0.055; C -0.327; C -0.128; C -0.077; C -0.077; C -0.087; C -0.075; C -0.363; C -0.088; C -0.095; C -0.082; C -0.069; C -0.121; C -0.389; C -0.106; C -0.081; C -0.080; C -0.071; C -0.085; H 0.050; H 0.044; H 0.110; H 0.095; H 0.129; H 0.071; H 0.099; H 0.085; H 0.089; H 0.077; H 0.103; H 0.097; H 0.099; H 0.106; H 0.098; H 0.064; H 0.107; H 0.119; H 0.098; H 0.121; C -0.014; O -0.066; C -0.503; O 0.029; N 0.029; N 0.030; H 0.097; H 0.092; H 0.083; H 0.139; H 0.068; H 0.053; Se 1.152; N -0.284; C -0.341; C -0.038; C -0.060; C -0.077; C -0.038; C -0.368; N -0.256; H 0.104; H 0.120; H 0.131; H 0.127